Molecular formula: C9H17N3O2
Method: DFT, wB97M-V/def2-TZVPD

```
31
Properties=species:S:1:pos:R:3
C -2.74599 -1.85804 0.63521
C -1.52052 -2.23925 0.28828
C -3.29172 -0.50337 0.99940
C -0.18149 -0.47556 -0.85713
C -1.03529 -0.59116 -2.08716
C 2.87765 -0.09386 0.39586
C 1.91775 2.20145 0.68566
C 0.70407 0.52346 -0.69449
C 1.58122 0.71847 0.51473
N -0.38307 -1.44399 0.10150
N -2.33606 0.54770 0.83152
N -2.63071 1.48764 0.08302
O -3.67481 1.77642 -0.45158
O -1.57225 2.32619 -0.15801
H -3.49872 -2.63011 0.72258
H -1.33960 -3.30666 0.17021
H -4.20702 -0.30721 0.42334
H -3.56478 -0.54567 2.06006
H -2.09302 -0.54501 -1.83940
H -0.85335 -1.55036 -2.57038
H -0.80391 0.20594 -2.78735
H 3.49704 0.05196 1.27774
H 3.44048 0.22318 -0.47832
H 2.66871 -1.15667 0.29529
H 2.48694 2.55935 -0.16969
H 2.51220 2.35271 1.58323
H 1.01455 2.80350 0.76914
H 0.91040 1.17065 -1.53338
H -0.73054 1.79751 -0.09955
H 1.04366 0.38384 1.41026
H 0.37468 -1.61347 0.74154
```

Calculated values
- orbital gap (eV) = 8.942
- strongest force on any atom (eV Å⁻¹) = 1.332
- DFT total energy (Ha) = -667.71824
- structure (SMILES) = C/C(=C/C(C)C)N/C=C\C/N=[N+](\[O-])O
- LUMO energy (eV) = 0.81
- ΔE to the lowest compared entry with this formula, charge and spin (kJ/mol) = 200.1


Molecular formula: C6H11N3O
Method: DFT, wB97M-V/def2-TZVPD

```
21
Properties=species:S:1:pos:R:3
C 0.91268 -0.26823 -1.12902
C 0.10215 -1.51568 -1.33947
C 2.31576 -0.89728 -0.62292
C -0.57797 2.28159 1.15052
C -1.76809 0.04608 0.78512
C -0.74410 1.03319 0.23309
N 0.85743 -2.49732 -0.81251
N 2.02662 -2.21577 -0.37333
N 0.57855 0.48637 0.14428
O 3.41254 -0.42419 -0.52139
H 0.64331 0.43170 -1.89090
H -0.73986 -1.54490 -2.02324
H 0.31211 2.79998 0.77290
H -1.48345 2.88252 1.11657
H -0.29910 2.12735 2.15540
H -2.82608 0.19696 0.38908
H -1.73775 0.12920 1.88078
H -1.39536 -1.03096 0.43639
H -1.01354 1.48254 -0.73334
H 0.59773 -3.45740 -0.61097
H 0.82641 -0.04577 0.99295
```

Calculated values
- orbital gap (spin up / spin down) (eV) = 8.241 / 8.244
- strongest force on any atom (eV Å⁻¹) = 3.690
- DFT total energy (Ha) = -474.61281
- LUMO energy (spin up / spin down) (eV) = -0.18 / -0.18
- ΔE to the lowest compared entry with this formula, charge and spin (kJ/mol) = 402.6


Molecular formula: C4H6O4S2
Method: DFT, wB97M-V/def2-TZVPD

```
16
Properties=species:S:1:pos:R:3
C 0.43246 -1.32140 0.98399
C -0.84557 -0.92945 0.72901
C -1.23290 -0.21518 -0.60611
C -1.05965 1.23447 -0.31693
O 3.01719 -0.78107 0.69418
O 1.86876 -1.71832 -1.32663
O 0.93875 2.96389 -0.10830
O 1.32973 0.50569 -0.61986
S 1.82085 -0.94345 -0.11250
S 0.68525 1.67483 0.41370
H 0.49848 -1.82300 1.88248
H -1.67407 -1.35364 1.24395
H -0.59142 -0.48191 -1.34141
H -2.29890 -0.36671 -0.78654
H -1.12950 1.95077 -1.10385
H -1.75947 1.60446 0.37482
```

Calculated values
- orbital gap (eV) = 9.900
- strongest force on any atom (eV Å⁻¹) = 4.304
- DFT total energy (Ha) = -1253.24734
- LUMO energy (eV) = -0.06
- ΔE to the lowest compared entry with this formula, charge and spin (kJ/mol) = 391.4


Molecular formula: C21H70O14
Method: DFT, wB97M-V/def2-TZVPD

```
105
Properties=species:S:1:pos:R:3
O 3.99027 -1.47782 -2.61360
H 3.38263 -0.88919 -3.12494
H 4.85711 -1.28305 -2.97364
O -2.12437 4.15553 -0.72093
H -2.83405 3.54369 -0.36203
H -1.50479 4.35504 -0.03330
O -1.05169 3.56184 -3.42754
H -1.19342 3.80672 -2.46212
H -1.42598 4.30317 -3.96411
O 0.09120 1.41446 -4.93605
H -0.53202 0.70437 -4.63625
H -0.23050 2.18767 -4.44770
O -2.51512 1.16990 -3.13948
H -2.17975 2.09488 -3.27747
H -3.27617 1.08834 -3.71880
O 2.35271 2.87759 -2.37297
H 1.40216 3.01920 -2.58140
H 2.29992 2.53675 -1.46827
O 2.76818 0.53898 -4.10051
H 1.88181 0.73866 -4.50420
H 2.93145 1.35377 -3.58606
C 0.36185 3.05157 3.37468
C -0.78851 3.33865 2.48458
C -1.82109 4.15001 3.22998
O -0.25344 4.00231 1.35808
H 1.13068 2.42956 2.92169
H 0.02396 2.60708 4.33885
H 0.87808 3.98842 3.58525
H -1.30277 2.43262 2.13267
H -2.37562 3.49232 3.90855
H -2.63933 4.45798 2.60621
H -1.48201 4.97535 3.82742
H 0.29542 4.73860 1.62670
C -5.23733 2.60747 1.30696
C -4.74529 1.53057 0.36348
C -5.64122 1.32396 -0.85543
O -3.49708 1.98017 -0.17258
H -5.37547 3.54755 0.72340
H -4.54468 2.73060 2.15295
H -6.16821 2.25071 1.70436
H -4.63907 0.61138 0.94857
H -5.07757 0.58158 -1.45720
H -5.97527 2.20952 -1.41176
H -6.54253 0.85630 -0.53800
H -3.32029 1.40783 -0.94647
C 4.13218 -5.27722 0.75175
C 3.38940 -4.27494 -0.09917
C 2.03190 -3.93943 0.48123
O 4.21259 -3.13018 -0.31282
H 4.87862 -5.76771 0.11449
H 3.50135 -6.10080 1.00115
H 4.69866 -4.91139 1.61643
H 3.25122 -4.79392 -1.05097
H 1.38687 -3.27571 -0.13299
H 2.17936 -3.43997 1.45703
H 1.47457 -4.86577 0.60067
H 3.85317 -2.57772 -1.06120
C 5.69469 -0.26944 1.90505
C 4.80552 -1.09370 2.83776
C 3.49150 -0.37072 3.23139
O 4.60474 -2.40337 2.35318
H 5.22468 -0.17133 0.94356
H 6.64520 -0.70752 1.66720
H 5.78992 0.75674 2.26278
H 5.28915 -1.14803 3.81332
H 3.77154 0.62536 3.63882
H 3.01333 -0.84101 4.08793
H 2.81840 -0.26117 2.37711
H 4.44680 -2.39767 1.38459
C -2.48323 -4.05050 -2.01358
C -1.35501 -3.02976 -1.86880
C -0.39689 -3.21765 -3.03892
O -1.76625 -1.70938 -1.57790
H -3.33030 -3.90344 -1.32204
H -2.04476 -5.01418 -1.77982
H -2.85280 -4.07645 -3.04598
H -0.81169 -3.32780 -0.92650
H 0.36416 -2.43442 -2.99102
H -0.91892 -2.95668 -3.97377
H 0.05427 -4.18700 -3.16175
H -1.87094 -1.25153 -2.42203
C -3.01855 -0.57025 2.92858
C -2.31578 -0.86467 1.58948
C -1.11331 -1.75107 1.91217
O -3.26401 -1.49637 0.76812
H -2.28254 -0.14994 3.64218
H -3.47108 -1.51649 3.32019
H -3.79656 0.20534 2.91875
H -1.95620 0.08804 1.09534
H -0.55514 -1.39705 2.77845
H -0.47501 -1.93259 1.05272
H -1.48397 -2.74646 2.23021
H -2.81313 -1.61810 -0.06335
C -0.18161 1.08593 -0.86188
C 1.00284 0.78346 0.04811
C 1.89656 -0.26805 -0.55362
O 1.78728 1.99165 0.26241
H 0.09377 1.27897 -1.86633
H -0.75788 1.95074 -0.50288
H -0.82802 0.23020 -0.80778
H 0.55103 0.49912 1.01481
H 2.82654 -0.42317 0.02344
H 2.13403 -0.15761 -1.62859
H 1.30983 -1.18074 -0.45258
H 1.18512 2.65190 0.64431
```

Calculated values
- orbital gap (eV) = 9.309
- strongest force on any atom (eV Å⁻¹) = 2.977
- DFT total energy (Ha) = -1895.48840
- LUMO energy (eV) = 0.01
- ΔE to the lowest compared entry with this formula, charge and spin (kJ/mol) = 0.0


Molecular formula: C45H44GaN8O2S2
Method: DFT, wB97M-V/def2-TZVPD

```
102
Properties=species:S:1:pos:R:3
Ga 1.47361 1.90288 0.99725
N 3.58240 4.67887 3.56358
C 3.78156 3.73529 2.64270
N 2.58339 3.37941 2.20079
C 1.73368 4.11837 2.85566
N 2.25656 4.94210 3.71815
C 0.36075 3.92184 2.45023
C -0.71210 4.63143 2.91139
N -1.94617 4.38018 2.43065
C -2.09521 3.46319 1.50101
C -0.99470 2.72926 1.00340
N 0.22945 2.93785 1.48434
H 4.26490 5.17318 4.12864
H 4.74067 3.35600 2.33114
H -0.59583 5.40191 3.66173
H -3.09352 3.29159 1.11429
H -1.99149 1.73305 -0.26231
C 1.49673 -4.57419 -4.65087
C 1.21341 -3.67022 -3.48891
C 0.22182 -3.98895 -2.56139
C -0.08717 -3.12733 -1.52389
C 0.60402 -1.92652 -1.42068
C 1.62406 -1.59801 -2.30088
C 1.91408 -2.47138 -3.33223
S 0.06094 -0.86088 -0.12749
O 1.30295 0.05286 0.20833
C -1.01709 0.21174 -1.04285
C -0.41509 1.25287 -1.79191
C -1.20401 2.11761 -2.48793
C -2.61762 1.99841 -2.44035
C -3.45243 2.92585 -3.10885
C -4.81170 2.83714 -3.00404
C -5.39509 1.81869 -2.21676
C -4.61423 0.89680 -1.57650
C -3.20247 0.94742 -1.68404
C -2.35684 0.01929 -0.99596
C -2.95342 -1.15496 -0.30907
C -3.57599 -2.18107 -1.09599
C -3.58951 -2.14550 -2.51435
C -4.18004 -3.15013 -3.23475
C -4.77107 -4.24660 -2.58042
C -4.75551 -4.31996 -1.21938
C -4.15905 -3.29234 -0.45023
C -4.13324 -3.36558 0.96342
C -3.51871 -2.40058 1.70672
C -2.91208 -1.29419 1.06020
S -2.26757 0.05416 2.00433
O -1.07957 1.81570 0.06850
C -1.57115 -0.64298 3.47232
C -0.96340 -1.88965 3.51708
C -0.45809 -2.36307 4.72362
C -0.55079 -1.61643 5.89033
C -0.07514 -2.16226 7.20670
C -1.11312 -0.34718 5.81522
C -1.61580 0.14538 4.61810
H 1.25314 -5.60901 -4.41940
H 2.53978 -4.51869 -4.95739
H 0.88604 -4.27567 -5.50555
H -0.31203 -4.92587 -2.65015
H -0.86385 -3.38177 -0.81127
H 2.17251 -0.67397 -2.18228
H 2.69232 -2.21833 -4.04231
H 0.66727 1.33323 -1.82513
H -0.76185 2.90412 -3.08785
H -2.99547 3.71645 -3.69121
H -5.44546 3.54785 -3.51659
H -6.47113 1.76774 -2.12229
H -5.08026 0.12595 -0.97771
H -3.13178 -1.31394 -3.03496
H -4.19801 -3.10003 -4.31543
H -5.23706 -5.03150 -3.16001
H -5.19600 -5.16707 -0.70951
H -4.62618 -4.19589 1.45346
H -3.52211 -2.45548 2.78562
H -0.87117 -2.48739 2.61940
H 0.01646 -3.33634 4.75445
H 0.47641 -3.09204 7.08676
H -0.93082 -2.35863 7.85520
H 0.55283 -1.44001 7.72868
H -1.17469 0.25910 6.71106
H -2.05816 1.13411 4.57549
C 3.99082 3.00307 -2.56708
N 4.62593 1.91836 -1.82316
C 6.08095 1.82656 -1.99875
C 4.01684 1.36876 -0.75973
N 3.09122 2.08631 -0.06587
N 4.38607 0.14313 -0.38164
C 4.98283 -0.82631 -1.30137
C 4.15738 -0.37663 0.96244
H 4.32845 2.95737 -3.60058
H 4.26237 3.98764 -2.17350
H 2.90791 2.89143 -2.55520
H 6.49907 2.83369 -1.99948
H 6.33809 1.35381 -2.94599
H 6.53148 1.26617 -1.18554
H 3.10985 3.06620 -0.32903
H 4.91697 -0.47429 -2.32540
H 4.43732 -1.76356 -1.21308
H 6.02635 -1.01861 -1.04930
H 3.92456 0.43656 1.64926
H 5.06534 -0.87392 1.30189
H 3.34055 -1.09305 0.97223
```

Calculated values
- orbital gap (eV) = 4.573
- strongest force on any atom (eV Å⁻¹) = 8.894
- total charge = +3
- DFT total energy (Ha) = -5049.94470
- LUMO energy (eV) = -9.69